No. 1
The following is a quantum chemistry calculation of C5H10O2 as an isolated structure, from the Open Molecules 2025 dataset.

Geometry as XYZ:
```
17
Properties=species:S:1:pos:R:3:mulliken_charge:R:1
C 2.579 -0.331 0.611 -0.7158
O 1.335 0.361 0.570 -0.2459
C 0.306 -0.346 0.107 -0.1040
C -0.968 0.290 -0.152 0.1957
C -2.248 -0.441 0.171 -1.2595
C -0.995 1.691 -0.496 -0.0899
O -2.007 2.372 -0.584 -0.5850
H 2.478 -1.279 1.150 0.3100
H 3.273 0.323 1.135 0.2494
H 2.932 -0.521 -0.409 0.3610
H 0.255 -1.404 0.388 0.4747
H 0.901 -0.742 -1.319 0.0961
H -0.058 -0.277 -1.201 0.0576
H -3.077 0.197 -0.150 0.3822
H -2.338 -1.404 -0.351 0.3046
H -2.368 -0.628 1.247 0.2864
H 0.000 2.139 -0.719 0.2822
```

Summary:
HOMO level ... -7.90 eV
Frontier orbital gap ... 8.16 eV
Charge ... 0
Lowest unoccupied orbital energy ... 0.0094 Eh
Energy relative to the best compared isomer or geometry (same formula, charge and spin) ... 6.165 eV



No. 2
The following is a quantum chemistry calculation of a 2-piece molecular cluster, C2H2Cl2Si overall at a distorted geometry, from the Open Molecules 2025 dataset.

Geometry as XYZ:
```
7
Properties=species:S:1:pos:R:3:mulliken_charge:R:1
C 1.077 1.007 0.254 0.1722
C -0.077 0.670 0.171 -0.5796
Si -1.849 0.276 -0.369 0.1414
Cl 1.381 -2.147 -0.498 -0.2252
Cl -2.935 1.796 0.386 -0.1710
H 2.033 1.177 0.455 0.4570
H 0.369 -2.778 -0.399 0.2052
```

Summary:
HOMO level ... -9.20 eV
Frontier orbital gap ... 8.22 eV
Charge ... 0
Lowest unoccupied orbital energy ... -0.0363 Eh
Energy relative to the best compared isomer or geometry (same formula, charge and spin) ... 2.920 eV



No. 3
The following is a quantum chemistry calculation of CHBr3 as an isolated structure at a distorted geometry, from the Open Molecules 2025 dataset.

Geometry as XYZ:
```
5
Properties=species:S:1:pos:R:3:mulliken_charge:R:1
C 0.075 0.111 0.116 -0.3283
Br 1.352 -1.337 -0.283 0.0003
Br -1.519 -0.665 1.017 -0.0113
Br -0.356 1.033 -1.663 -0.0292
H 0.448 0.859 0.814 0.3685
```

Summary:
HOMO level ... -10.41 eV
Frontier orbital gap ... 9.87 eV
Charge ... 0
Lowest unoccupied orbital energy ... -0.0200 Eh
Energy relative to the best compared isomer or geometry (same formula, charge and spin) ... 0.256 eV



No. 4
The following is a quantum chemistry calculation of C32H33CaF6N4O6P2S6 as an isolated structure at a distorted geometry, from the Open Molecules 2025 dataset.

Geometry as XYZ:
```
90
Properties=species:S:1:pos:R:3:mulliken_charge:R:1
Ca -0.763 1.339 -1.812 1.9965
C -4.648 -2.649 -1.423 -0.7742
S -3.900 -2.583 0.213 0.0513
C -2.294 -1.821 -0.156 -0.5621
S -1.262 0.723 0.861 -0.0796
N -2.057 -1.834 -1.410 -0.8188
N -1.094 -1.028 -1.971 0.4132
C -0.536 -1.514 -3.080 -0.9834
C -0.075 -0.698 -4.128 0.7054
C 0.596 -1.268 -5.249 -0.9895
C 0.958 -0.495 -6.311 -0.1735
C 0.657 0.887 -6.295 -0.9613
C 0.016 1.382 -5.182 -0.2833
N -0.361 0.654 -4.128 -0.2298
H -5.696 -2.914 -1.270 0.3098
H -4.166 -3.382 -2.066 0.2646
H -4.572 -1.670 -1.895 0.1422
H -0.463 -2.591 -3.231 0.2700
H 0.821 -2.328 -5.231 0.3345
H 1.475 -0.938 -7.155 0.3822
H 0.934 1.546 -7.106 0.3583
H -0.220 2.441 -5.124 0.4197
C 6.900 -0.174 -1.609 -1.1140
C 6.175 0.794 -0.696 -0.3402
O 5.009 1.299 -1.339 -0.3358
P 3.538 0.774 -0.863 0.7036
S 2.308 1.540 -2.207 -0.3829
S 3.570 -1.151 -0.497 -0.3925
O 3.401 1.545 0.573 -0.2527
C 2.671 2.760 0.752 0.3707
C 3.538 3.966 0.455 -1.5139
H 7.868 -0.452 -1.182 0.3929
H 7.067 0.287 -2.584 0.2779
H 6.295 -1.071 -1.743 0.2189
H 6.803 1.660 -0.466 0.3568
H 5.909 0.304 0.243 0.3013
H 2.335 2.750 1.791 0.3582
H 1.795 2.758 0.107 -0.1624
H 4.446 3.946 1.061 0.3569
H 2.991 4.885 0.672 0.4037
H 3.818 3.967 -0.600 0.2610
F -0.903 3.861 1.513 -0.1769
C -0.859 4.937 0.752 0.6071
F 0.371 5.461 0.801 -0.2110
F -1.722 5.846 1.221 -0.2420
S -1.235 4.569 -1.017 1.0479
O -0.175 3.674 -1.437 -0.7203
O -1.319 5.844 -1.657 -0.6579
N -2.582 3.794 -0.830 -0.2758
S -3.331 3.190 -2.055 0.8988
O -3.196 1.755 -2.081 -0.8097
O -3.153 3.900 -3.286 -0.6415
C -5.091 3.461 -1.573 0.4360
F -5.327 4.764 -1.392 -0.2273
F -5.880 3.021 -2.558 -0.2153
F -5.396 2.810 -0.456 -0.1892
C 1.321 -5.210 0.697 -0.6204
C 1.974 -4.044 1.053 -0.6316
C 1.259 -2.870 1.265 -0.9450
C -0.121 -2.817 1.089 0.5472
C -0.761 -3.999 0.700 -0.4293
C -0.057 -5.181 0.528 -0.8346
P -1.135 -1.259 1.429 3.2010
C -2.461 -1.720 2.615 -0.4202
C -3.454 -0.790 2.908 -0.2404
C -4.443 -1.085 3.834 -0.7614
C -4.456 -2.315 4.477 -0.4777
C -3.463 -3.243 4.198 -0.8274
C -2.468 -2.944 3.277 -0.3209
C 0.097 -0.735 2.855 0.9827
C -0.125 -0.916 4.218 -1.0236
C 0.783 -0.461 5.175 -0.7428
C 1.953 0.169 4.791 -0.8865
C 2.199 0.356 3.433 -0.5516
C 1.277 -0.070 2.495 -0.1812
H 1.877 -6.127 0.538 0.3491
H 3.052 -4.020 1.156 0.4403
H 1.821 -1.993 1.533 0.6128
H -1.829 -4.024 0.536 0.2206
H -0.596 -6.077 0.243 0.4035
H -3.441 0.164 2.395 0.3800
H -5.214 -0.354 4.047 0.3731
H -5.234 -2.547 5.196 0.3249
H -3.457 -4.204 4.701 0.3864
H -1.690 -3.670 3.080 0.4496
H -1.021 -1.406 4.574 0.1401
H 0.561 -0.608 6.227 0.3931
H 2.664 0.515 5.532 0.3379
H 3.110 0.836 3.093 0.4854
H 1.491 0.114 1.449 -0.0552
```

Summary:
HOMO level (spin up / spin down) ... -0.47 / -2.22 eV
Frontier orbital gap (spin up / spin down) ... 4.61 / 6.35 eV
Charge ... -2
Spin multiplicity ... 2
Lowest unoccupied orbital energy (spin up / spin down) ... 0.1521 / 0.1517 Eh
Energy relative to the best compared isomer or geometry (same formula, charge and spin) ... 2.731 eV



No. 5
The following is a quantum chemistry calculation of a 10-piece molecular cluster, C30H80O10 overall, from the Open Molecules 2025 dataset.

Geometry as XYZ:
```
120
Properties=species:S:1:pos:R:3:mulliken_charge:R:1
C -0.898 -0.185 -0.655 -0.9747
C -0.585 -0.059 0.812 1.1099
C 0.700 -0.770 1.175 -0.3624
O -0.498 1.325 1.143 -0.4118
H -0.899 -1.241 -0.934 -0.1878
H -0.128 0.316 -1.248 0.1150
H -1.853 0.282 -0.890 0.4554
H -1.416 -0.497 1.388 -0.3645
H 1.025 -0.623 2.204 0.3660
H 1.499 -0.410 0.520 0.2269
H 0.596 -1.842 0.986 -0.3082
H -0.451 1.399 2.113 0.2381
C -3.474 1.840 -4.154 -0.9094
C -3.859 1.636 -5.622 0.6758
C -5.360 1.581 -5.839 -1.4900
O -3.374 2.711 -6.425 -0.5968
H -4.144 1.303 -3.482 0.4630
H -3.504 2.902 -3.913 0.1893
H -2.460 1.475 -3.969 0.1101
H -3.431 0.694 -5.990 0.1539
H -5.798 0.738 -5.300 0.3692
H -5.585 1.406 -6.894 0.3897
H -5.853 2.507 -5.543 0.3346
H -2.465 2.905 -6.170 0.2976
C 3.869 -0.727 3.364 -0.8505
C 5.123 -1.346 3.945 0.3317
C 5.306 -2.786 3.484 -0.8720
O 6.268 -0.547 3.664 -0.5716
H 2.978 -1.281 3.660 0.2734
H 3.940 -0.681 2.272 0.0767
H 3.774 0.308 3.697 0.3372
H 5.032 -1.347 5.034 0.3125
H 4.478 -3.392 3.862 0.3493
H 6.232 -3.198 3.887 0.3678
H 5.330 -2.866 2.394 -0.0287
H 6.319 -0.406 2.713 0.3395
C -2.827 3.020 4.897 -1.5303
C -1.481 2.979 4.178 0.7783
C -0.365 3.444 5.112 -1.2977
O -1.213 1.660 3.718 -0.5227
H -2.990 4.020 5.302 0.4390
H -2.831 2.312 5.731 0.2673
H -3.629 2.761 4.207 0.3441
H -1.524 3.614 3.295 0.2826
H -0.073 2.608 5.750 0.1829
H -0.695 4.268 5.747 0.4077
H 0.522 3.781 4.575 0.3071
H -1.205 1.021 4.445 0.0909
C -3.266 -0.943 6.170 -1.5188
C -1.855 -1.301 5.755 0.6712
C -1.777 -1.782 4.327 -1.2400
O -1.010 -0.123 5.899 -0.5642
H -3.668 -0.172 5.511 0.2669
H -3.259 -0.542 7.186 0.3863
H -3.917 -1.818 6.192 0.3982
H -1.458 -2.056 6.441 0.4644
H -2.480 -1.221 3.705 0.2751
H -2.119 -2.820 4.303 0.5090
H -0.781 -1.718 3.896 0.1045
H -0.508 -0.161 6.716 0.2470
C 0.555 3.201 -3.516 -1.0452
C 0.024 4.589 -3.771 0.5940
C 0.933 5.423 -4.645 -1.5415
O -1.267 4.431 -4.385 -0.3789
H 1.452 3.210 -2.898 0.4978
H 0.762 2.677 -4.454 0.4680
H -0.200 2.600 -3.001 0.0607
H -0.113 5.090 -2.803 0.0590
H 1.907 5.595 -4.186 0.3638
H 0.482 6.400 -4.840 0.4305
H 1.089 4.928 -5.606 0.3327
H -1.644 5.310 -4.495 0.2596
C -3.023 3.376 -0.848 -1.0232
C -1.895 4.326 -0.503 1.6628
C -2.387 5.748 -0.325 -1.6919
O -1.223 3.957 0.690 -0.4452
H -3.572 3.775 -1.703 0.4119
H -3.724 3.203 -0.026 0.3338
H -2.671 2.372 -1.104 -0.0473
H -1.185 4.332 -1.345 -0.6078
H -2.989 6.060 -1.185 0.3807
H -1.574 6.466 -0.227 0.3996
H -3.056 5.832 0.537 0.4086
H -1.069 2.999 0.682 0.4572
C 0.911 -0.738 -3.975 -1.4928
C 1.844 -1.906 -3.739 1.5801
C 1.094 -3.222 -3.767 -1.3990
O 2.903 -1.977 -4.687 -0.6060
H 0.021 -0.809 -3.351 0.1663
H 0.552 -0.765 -5.011 0.3753
H 1.392 0.227 -3.804 0.4399
H 2.276 -1.777 -2.735 -0.4470
H 1.726 -4.037 -3.408 0.2409
H 0.839 -3.454 -4.804 0.4592
H 0.186 -3.164 -3.170 0.2936
H 3.246 -1.087 -4.814 0.3620
C -1.229 -4.575 -0.576 -0.8162
C -0.026 -5.455 -0.262 0.9961
C 0.631 -5.040 1.040 -1.0293
O -0.459 -6.819 -0.096 -0.5938
H -1.870 -4.513 0.304 0.3467
H -1.825 -4.993 -1.388 0.3453
H -0.903 -3.576 -0.877 -0.2245
H 0.729 -5.408 -1.054 -0.1272
H 0.944 -3.997 0.938 0.0253
H 1.540 -5.613 1.233 0.2898
H -0.029 -5.154 1.898 0.4414
H -0.450 -7.253 -0.952 0.3451
C 3.974 -4.818 -0.802 -1.4094
C 4.259 -3.337 -0.989 0.4928
C 3.318 -2.433 -0.228 -1.0204
O 5.593 -3.024 -0.560 -0.5942
H 3.906 -5.073 0.261 0.3988
H 4.787 -5.420 -1.219 0.4893
H 3.050 -5.128 -1.289 0.1098
H 4.212 -3.112 -2.061 0.0965
H 3.582 -1.390 -0.411 0.5189
H 3.325 -2.640 0.843 0.4462
H 2.285 -2.537 -0.577 0.0898
H 6.032 -3.837 -0.297 0.3685
```

Summary:
SMILES ... CC(C)O.CC(C)O.CC(C)O.CC(C)O.CC(C)O.CC(C)O.CC(C)O.CC(C)O.CC(C)O.CC(C)O
HOMO level ... -9.49 eV
Frontier orbital gap ... 9.80 eV
Charge ... 0
Lowest unoccupied orbital energy ... 0.0113 Eh
Energy relative to the best compared isomer or geometry (same formula, charge and spin) ... 0.538 eV



No. 6
The following is a quantum chemistry calculation of a 3-piece molecular cluster, C30H51BFN2O2S overall at a distorted geometry, from the Open Molecules 2025 dataset.

Geometry as XYZ:
```
88
Properties=species:S:1:pos:R:3:mulliken_charge:R:1
C -1.046 2.868 0.677 -1.3336
C -1.369 1.563 0.673 -0.1161
C -1.448 0.737 -0.584 1.5945
B -2.483 -0.508 -0.486 -0.4850
C -3.995 -0.036 -0.070 -0.8679
C -4.819 0.742 -1.118 -0.8116
C -4.365 2.202 -1.366 -0.3093
C -4.176 2.555 -2.860 -1.2158
C -3.039 3.566 -3.174 -0.6765
C -2.033 3.072 -4.241 -0.8429
C -0.576 3.498 -3.971 -0.9494
C 0.246 2.387 -3.331 0.8503
C 1.738 2.733 -3.161 -1.1513
C 2.042 3.400 -1.795 0.0010
C 3.149 2.678 -1.026 -1.3788
C 2.644 1.358 -0.422 0.8763
C 3.788 0.416 -0.037 -1.6289
C -1.994 -1.694 0.562 0.0940
F -2.626 -1.586 1.841 -0.4813
C -0.484 -1.877 0.771 -0.5263
C 0.130 -1.114 1.957 -0.7707
S -2.449 -1.363 -2.215 1.5846
C -3.941 -2.336 -2.463 -1.3225
O -2.416 -0.373 -3.300 -0.7309
O -1.345 -2.332 -2.288 -0.8563
H -0.522 3.342 1.503 0.2286
H -1.268 3.506 -0.176 0.2875
H -1.624 1.098 1.625 0.3524
H -0.418 0.443 -0.823 0.4164
H -1.734 1.417 -1.394 -1.2110
H -3.967 0.545 0.856 0.4491
H -4.564 -0.950 0.153 0.2565
H -5.854 0.783 -0.754 0.4197
H -4.872 0.216 -2.074 0.1780
H -5.156 2.859 -0.989 0.6776
H -3.477 2.446 -0.783 -0.0034
H -4.009 1.654 -3.451 0.5187
H -5.122 2.985 -3.205 0.4823
H -2.524 3.823 -2.244 0.2373
H -3.502 4.470 -3.582 0.4279
H -2.108 1.991 -4.370 0.4329
H -2.317 3.530 -5.195 0.5111
H -0.087 3.813 -4.898 0.3649
H -0.582 4.362 -3.294 0.3649
H 0.175 1.469 -3.919 0.4077
H -0.127 2.173 -2.332 -0.9664
H 2.059 3.420 -3.950 0.3714
H 2.327 1.814 -3.213 0.4467
H 1.147 3.362 -1.164 -0.1719
H 2.312 4.451 -1.924 0.4806
H 3.519 3.298 -0.200 0.4342
H 4.017 2.463 -1.661 0.4097
H 2.063 1.570 0.479 0.1082
H 2.000 0.862 -1.153 -0.0872
H 4.501 0.354 -0.865 0.3200
H 3.440 -0.586 0.208 0.4199
H 4.321 0.819 0.829 0.3360
H -2.350 -2.651 0.158 0.3355
H 0.057 -1.672 -0.153 0.2849
H -0.314 -2.943 0.969 0.2791
H 0.544 -0.149 1.666 0.0371
H -0.560 -1.021 2.794 0.3332
H 0.980 -1.704 2.319 0.1830
H -3.665 -3.297 -2.894 0.4843
H -4.486 -2.484 -1.532 0.2792
H -4.564 -1.802 -3.180 0.3642
N 4.929 -1.933 2.045 -0.3039
C 4.863 -1.981 3.373 -0.0764
C 5.977 -1.945 4.199 -0.6018
C 7.229 -1.858 3.612 -0.1505
C 7.314 -1.808 2.230 -0.5276
C 6.137 -1.847 1.495 -0.1390
H 3.865 -2.050 3.792 0.3858
H 5.862 -1.985 5.273 0.3567
H 8.124 -1.829 4.221 0.3572
H 8.269 -1.738 1.728 0.3545
H 6.159 -1.804 0.412 0.3483
N 0.678 -5.250 5.799 -0.6224
C -0.293 -4.376 6.060 -0.2614
C -1.032 -3.730 5.081 -0.4598
C -0.749 -4.002 3.752 0.0139
C 0.259 -4.907 3.462 -0.3683
C 0.938 -5.501 4.516 -0.2940
H -0.484 -4.187 7.111 0.3472
H -1.810 -3.029 5.352 0.3886
H -1.302 -3.514 2.959 0.4779
H 0.516 -5.146 2.439 0.3856
H 1.732 -6.215 4.328 0.3631
```

Summary:
HOMO level ... -5.62 eV
Frontier orbital gap ... 8.00 eV
Charge ... -1
Lowest unoccupied orbital energy ... 0.0874 Eh



> Which formula does entry 1 have?

C5H10O2



> Among the records above, which one has the lowest charge?

C32H33CaF6N4O6P2S6



> Which of these has the lowest charge?

C32H33CaF6N4O6P2S6



> What is the formula in the third record?

CHBr3